No. 1
The ion C4H6N with charge +1 in a non-equilibrium geometry. Source: OMol25; level of theory: wB97M-V/def2-TZVPD.

Properties
DFT total energy = -5721.812 eV
total charge = +1
ΔE to the lowest compared entry with this formula, charge and spin = 1.237 eV
E_HOMO (spin up / spin down) = -11.7 / -17.9 eV
2S+1 = 3
LUMO level (spin up / spin down) = -4.11 / -8.56 eV

Each line ends with the Löwdin spin population.
CARTESIAN COORDINATES (ANGSTROEM)
N: 1.244092 0.109270 -0.314475  0.174
C: -0.044826 0.289827 0.103897  0.498
C: -0.989682 -0.887440 -0.149709  0.064
C: -0.541597 1.347650 0.634406  0.689
C: 2.233994 -0.279374 -0.723350  0.435
H: -0.021218 2.201405 1.070196  0.029
H: -1.874217 -0.401939 -0.439285  0.013
H: -1.519093 1.325365 1.081181  0.032
H: -0.540409 -1.713406 -0.838265  0.005
H: 3.152778 -0.547813 -1.193057  0.029
H: -1.099821 -1.443548 0.768459  0.029

Forces on the atoms, in the same order (eV/Å):
-6.494 1.675 2.309
5.332 -10.174 -5.565
3.564 -0.958 -0.800
-3.624 9.489 5.518
4.137 -1.265 -1.291
0.444 -0.304 -0.608
-1.592 -0.031 -0.600
-0.432 -0.340 -0.315
-0.982 1.869 0.744
0.124 -0.016 -0.187
-0.476 0.056 0.796

=====

No. 2
An isolated molecule of C4H6N2. Source: OMol25; level of theory: wB97M-V/def2-TZVPD.

Properties
DFT total energy = -7222.616 eV
ΔE to the lowest compared entry with this formula, charge and spin = 2.975 eV
E_HOMO = -7.5 eV
LUMO level = 0.76 eV

Each line ends with the natural charge from an NBO analysis.
CARTESIAN COORDINATES (ANGSTROEM)
N: 2.166340 0.361173 0.097884  -0.756
N: -0.373184 -1.490956 0.285928  -0.658
C: -0.107452 0.987288 -0.351636  -0.258
C: 1.003069 0.151527 -0.489921  0.236
C: -1.479921 -0.821511 0.182165  0.081
C: -1.379791 0.576629 -0.057703  -0.374
H: 0.126377 1.991410 -0.702880  0.231
H: -2.245899 1.223533 -0.119771  0.218
H: 3.021384 0.006277 -0.306991  0.386
H: -0.541040 -2.498038 0.257532  0.355
H: 2.280117 0.806111 1.004862  0.366
H: -2.469995 -1.293446 0.200535  0.173

Forces on the atoms, in the same order (eV/Å):
-0.106 -0.285 -0.057
-0.150 0.150 0.045
0.005 -0.055 -0.093
-0.034 0.137 0.069
0.168 0.013 -0.003
0.081 0.050 -0.017
-0.185 0.071 0.234
0.140 -0.090 -0.036
-0.255 -0.257 0.134
0.244 0.192 0.012
-0.158 0.064 -0.222
0.250 0.010 -0.066

=====

No. 3
An isolated molecule of C4H6N2. Source: OMol25; level of theory: wB97M-V/def2-TZVPD.

Properties
DFT total energy = -7222.758 eV
ΔE to the lowest compared entry with this formula, charge and spin = 2.833 eV
E_HOMO = -8.8 eV
LUMO level = 0.77 eV

Each line ends with the natural charge from an NBO analysis.
CARTESIAN COORDINATES (ANGSTROEM)
N: 1.904498 -0.091524 -0.520475  -0.434
N: 1.652132 1.174821 0.077571  -0.255
C: 0.432736 1.088771 0.452840  0.068
C: 0.935939 -0.978736 -0.602965  0.091
C: -1.619303 -0.416918 -0.153724  -0.591
C: -0.143169 -0.272606 0.194645  -0.426
H: 0.019516 -0.820534 1.145621  0.277
H: 2.853737 -0.227052 -0.841668  0.405
H: -2.233209 -0.074086 0.685771  0.210
H: -0.046771 1.930875 0.940677  0.210
H: -1.850466 -1.469121 -0.338172  0.230
H: -1.905638 0.156109 -1.040116  0.214

Forces on the atoms, in the same order (eV/Å):
-0.002 -0.357 -0.211
-0.410 -0.055 0.072
0.228 0.011 0.007
0.160 0.461 0.261
-0.029 -0.033 -0.021
-0.002 -0.065 0.007
-0.036 0.065 0.017
-0.199 0.045 -0.049
0.040 -0.030 -0.159
0.061 -0.123 -0.026
0.037 0.149 0.010
0.152 -0.068 0.091

=====

No. 4
An isolated molecule of C4H6N2. Source: OMol25; level of theory: wB97M-V/def2-TZVPD.

Properties
DFT total energy = -7225.309 eV
ΔE to the lowest compared entry with this formula, charge and spin = 0.282 eV
E_HOMO = -7.8 eV
SMILES string = Nc1ccc[nH]1
LUMO level = 1.07 eV

Each line ends with the natural charge from an NBO analysis.
CARTESIAN COORDINATES (ANGSTROEM)
N: -0.161730 -1.094413 0.117232  -0.519
N: 2.036516 -0.149307 0.245413  -0.833
C: -1.475658 -0.717984 -0.022255  -0.088
C: -0.164114 1.115673 -0.077484  -0.350
C: 0.643098 0.013870 0.083181  0.277
C: -1.510534 0.646527 -0.136932  -0.294
H: 0.170541 2.142919 -0.157736  0.218
H: 2.488629 -0.442146 -0.616066  0.369
H: 0.171443 -2.023666 0.322480  0.414
H: 2.468556 0.719717 0.536436  0.377
H: -2.263468 -1.456729 -0.029292  0.209
H: -2.403284 1.245541 -0.264980  0.221

Forces on the atoms, in the same order (eV/Å):
0.137 0.038 0.039
0.101 0.134 -0.113
-0.102 0.017 0.010
0.103 -0.014 0.000
-0.185 0.013 -0.029
-0.067 -0.104 -0.011
-0.032 -0.203 0.013
-0.082 0.016 0.103
-0.048 0.198 -0.056
-0.076 -0.122 0.017
0.075 0.131 0.000
0.175 -0.102 0.024

=====

No. 5
An isolated molecule of C4H6N2 in a non-equilibrium geometry. Source: OMol25; level of theory: wB97M-V/def2-TZVPD.

Properties
DFT total energy = -7222.804 eV
ΔE to the lowest compared entry with this formula, charge and spin = 2.787 eV
E_HOMO = -7.7 eV
LUMO level = -0.04 eV

Each line ends with the natural charge from an NBO analysis.
CARTESIAN COORDINATES (ANGSTROEM)
N: 0.107183 -1.363799 2.916499  -0.368
N: -0.061989 0.267060 -0.197277  -0.209
C: 0.111521 -0.974994 -0.973029  -0.416
C: -0.616409 1.307898 -0.764783  -0.176
C: 0.501927 0.360732 1.052030  -0.346
C: 0.291260 -0.616140 2.040977  0.220
H: -0.734506 1.354734 -1.840348  0.192
H: -0.885765 2.140539 -0.127080  0.204
H: 0.044913 -1.824637 -0.290643  0.241
H: 1.104121 -0.957691 -1.434430  0.224
H: 0.807300 1.352931 1.353412  0.223
H: -0.669556 -1.046634 -1.735328  0.212

Forces on the atoms, in the same order (eV/Å):
0.234 0.568 -0.894
-0.020 0.248 -0.059
-0.036 -0.076 0.018
0.072 -0.021 -0.022
-0.006 0.144 0.041
-0.136 -0.739 0.627
-0.049 -0.167 0.157
0.176 -0.050 -0.172
0.009 0.152 -0.058
-0.209 -0.029 0.133
-0.195 -0.080 0.036
0.159 0.050 0.193

=====

No. 6
An isolated molecule of C4H6N2. Source: OMol25; level of theory: wB97M-V/def2-TZVPD.

Properties
DFT total energy = -7222.310 eV
ΔE to the lowest compared entry with this formula, charge and spin = 3.281 eV
E_HOMO (spin up / spin down) = -8.0 / -8.0 eV
LUMO level (spin up / spin down) = 0.49 / 0.49 eV

Each line ends with the natural charge from an NBO analysis.
CARTESIAN COORDINATES (ANGSTROEM)
N: 1.683550 1.226118 0.268200  -0.254
N: -0.658238 -0.063305 0.033853  -0.418
C: 1.708102 0.004632 -0.133114  -0.148
C: 0.418743 -0.663050 -0.280210  0.060
C: 1.300496 2.355804 0.481638  0.054
C: -1.907009 -0.749147 -0.182395  -0.431
H: -2.519967 -0.153867 -0.868504  0.206
H: 1.140611 2.711896 1.499524  0.193
H: 2.655340 -0.478654 -0.339822  0.212
H: -2.454779 -0.810158 0.764868  0.203
H: -1.794672 -1.764171 -0.596681  0.165
H: 0.436626 -1.690047 -0.675472  0.158

Forces on the atoms, in the same order (eV/Å):
-0.186 0.386 0.017
0.339 -0.261 -0.116
0.042 0.084 0.090
-0.214 0.168 0.051
0.216 -0.549 -0.059
-0.223 -0.087 -0.026
0.046 -0.115 0.095
0.077 -0.003 -0.048
-0.138 0.078 0.045
0.059 -0.003 -0.143
0.003 0.137 0.058
-0.021 0.164 0.037

=====

No. 7
An isolated molecule of C4H6N2 in a non-equilibrium geometry. Source: OMol25; level of theory: wB97M-V/def2-TZVPD.

Properties
DFT total energy = -7221.181 eV
ΔE to the lowest compared entry with this formula, charge and spin = 4.410 eV
E_HOMO = -9.2 eV
SMILES string = C/N=C1/[C@H]2CN12
LUMO level = 1.06 eV

Each line ends with the natural charge from an NBO analysis.
CARTESIAN COORDINATES (ANGSTROEM)
N: -1.129893 -0.488472 0.665807  -0.374
N: 1.169180 0.673632 -0.116484  -0.434
C: -1.339212 0.883479 0.067925  -0.174
C: -0.028305 0.408752 0.092418  0.416
C: -2.000225 -0.282533 -0.508406  -0.262
C: 2.281139 -0.206715 0.153599  -0.448
H: 2.364291 -0.941493 -0.761953  0.210
H: 2.088648 -0.799103 1.142113  0.200
H: 3.085330 0.574323 0.185008  0.221
H: -1.910488 1.648069 0.586367  0.221
H: -3.016307 -0.701085 -0.156918  0.226
H: -1.564163 -0.768856 -1.349473  0.197

Forces on the atoms, in the same order (eV/Å):
2.431 0.281 0.477
-1.524 -0.075 -0.088
-2.469 1.459 0.049
0.175 -0.705 0.252
-1.088 -2.350 1.068
-0.348 -0.920 -0.028
0.274 1.370 1.890
0.847 0.961 -1.764
0.097 -1.712 0.251
0.552 0.154 -0.032
1.351 1.485 -1.020
-0.299 0.053 -1.055

=====

No. 8
An isolated molecule of C4H6N2 in a non-equilibrium geometry. Source: OMol25; level of theory: wB97M-V/def2-TZVPD.

Properties
DFT total energy = -7221.701 eV
ΔE to the lowest compared entry with this formula, charge and spin = 3.890 eV
E_HOMO (spin up / spin down) = -7.3 / -7.3 eV
LUMO level (spin up / spin down) = 0.75 / 0.75 eV

Each line ends with the natural charge from an NBO analysis.
CARTESIAN COORDINATES (ANGSTROEM)
N: -0.793745 -0.199853 0.085690  -0.089
N: 0.047797 -1.321630 0.050930  -0.346
C: 0.016089 1.032099 0.043121  -0.075
C: 1.389475 -0.803204 0.012829  -0.313
C: 1.309222 0.724929 0.012839  -0.187
C: -2.130689 -0.135067 0.015079  -0.278
H: 2.026274 -1.283332 0.743090  0.214
H: 1.700197 -1.276538 -0.909128  0.225
H: -0.359977 2.059803 0.187071  0.231
H: -2.638847 0.722823 -0.086549  0.183
H: -2.695926 -0.999810 -0.220547  0.198
H: 2.130133 1.479777 0.065577  0.236

Forces on the atoms, in the same order (eV/Å):
0.906 -0.514 -0.725
-3.260 2.730 0.803
0.333 0.002 0.830
-0.284 0.250 -0.746
0.156 -0.614 0.163
3.104 -3.031 0.089
0.179 0.291 0.735
1.005 0.552 -0.773
-0.396 -1.022 -0.319
-0.979 3.360 -0.109
0.039 -1.000 0.242
-0.802 -1.004 -0.188

=====

No. 9
An isolated molecule of C4H6N2. Source: OMol25; level of theory: wB97M-V/def2-TZVPD.

Properties
DFT total energy = -7225.187 eV
ΔE to the lowest compared entry with this formula, charge and spin = 0.404 eV
E_HOMO = -7.7 eV
SMILES string = Nc1cc[nH]c1
LUMO level = 1.10 eV

Each line ends with the natural charge from an NBO analysis.
CARTESIAN COORDINATES (ANGSTROEM)
N: 1.768703 0.773660 -0.803128  -0.812
N: -1.383573 -0.758386 0.018633  -0.506
C: -0.321972 -0.591796 -0.842974  -0.144
C: 0.043915 0.601759 1.033661  -0.335
C: -1.164182 -0.038965 1.157656  -0.057
C: 0.576535 0.257956 -0.243474  0.078
H: 0.503340 1.252952 1.765327  0.222
H: 1.913094 0.427121 -1.744130  0.364
H: -1.889510 -0.028727 1.959165  0.209
H: 2.585649 0.545289 -0.248474  0.366
H: -2.224293 -1.265678 -0.196388  0.410
H: -0.280119 -1.101512 -1.794823  0.205

Forces on the atoms, in the same order (eV/Å):
0.093 -0.137 -0.041
-0.018 0.046 0.022
0.058 0.033 -0.030
0.023 0.019 -0.020
-0.029 -0.023 0.002
-0.184 -0.118 0.034
-0.093 -0.072 -0.111
0.017 0.050 0.121
0.133 0.001 -0.107
-0.099 0.052 -0.031
0.134 0.038 0.070
-0.036 0.110 0.092

=====

No. 10
A cluster of 2 separate species, C4H6N2 in total in a non-equilibrium geometry. Source: OMol25; level of theory: wB97M-V/def2-TZVPD.

Properties
DFT total energy = -7218.522 eV
ΔE to the lowest compared entry with this formula, charge and spin = 7.069 eV
E_HOMO = -9.2 eV
SMILES string = C1=CC1.C1=NN1
LUMO level = 0.75 eV

Each line ends with the natural charge from an NBO analysis.
CARTESIAN COORDINATES (ANGSTROEM)
N: -2.659961 -0.527255 -0.243525  -0.539
N: -2.883919 1.042035 0.129113  -0.218
C: 0.698489 -0.795435 0.903006  -0.188
C: 1.372143 0.063814 -0.218447  -0.432
C: 0.377388 0.457956 0.772402  -0.221
C: -1.996555 0.600939 -0.665194  0.200
H: 0.746667 -1.597624 1.638525  0.236
H: -0.081309 1.371244 1.236253  0.241
H: 2.491859 0.428154 -0.284966  0.190
H: -2.333418 -1.127834 0.473148  0.352
H: 1.074955 -0.178650 -1.241408  0.173
H: -1.225002 0.996550 -1.238656  0.206

Forces on the atoms, in the same order (eV/Å):
-1.789 0.110 -2.135
1.486 -1.028 -1.156
0.808 1.291 0.040
1.929 -0.791 -1.071
-0.578 1.275 1.442
-2.402 0.522 3.005
-0.029 0.128 -0.639
0.439 -1.289 -0.589
-2.137 -0.690 0.907
1.262 0.167 1.246
-0.214 0.083 0.091
1.225 0.222 -1.140

=====

> ΔE to the lowest compared entry with this formula, charge and spin of number 2 (C4H6N2)?

2.975 eV

=====

Copy entry 9 word for word.
An isolated molecule of C4H6N2. Source: OMol25; level of theory: wB97M-V/def2-TZVPD.

Properties
DFT total energy = -7225.187 eV
ΔE to the lowest compared entry with this formula, charge and spin = 0.404 eV
E_HOMO = -7.7 eV
SMILES string = Nc1cc[nH]c1
LUMO level = 1.10 eV

Each line ends with the natural charge from an NBO analysis.
CARTESIAN COORDINATES (ANGSTROEM)
N: 1.768703 0.773660 -0.803128  -0.812
N: -1.383573 -0.758386 0.018633  -0.506
C: -0.321972 -0.591796 -0.842974  -0.144
C: 0.043915 0.601759 1.033661  -0.335
C: -1.164182 -0.038965 1.157656  -0.057
C: 0.576535 0.257956 -0.243474  0.078
H: 0.503340 1.252952 1.765327  0.222
H: 1.913094 0.427121 -1.744130  0.364
H: -1.889510 -0.028727 1.959165  0.209
H: 2.585649 0.545289 -0.248474  0.366
H: -2.224293 -1.265678 -0.196388  0.410
H: -0.280119 -1.101512 -1.794823  0.205

Forces on the atoms, in the same order (eV/Å):
0.093 -0.137 -0.041
-0.018 0.046 0.022
0.058 0.033 -0.030
0.023 0.019 -0.020
-0.029 -0.023 0.002
-0.184 -0.118 0.034
-0.093 -0.072 -0.111
0.017 0.050 0.121
0.133 0.001 -0.107
-0.099 0.052 -0.031
0.134 0.038 0.070
-0.036 0.110 0.092

=====

> Which formula does entry 9 have?

C4H6N2